The following is a DFT calculation (the ωB97M-V functional and the def2-TZVPD basis) of the ion C2H7IN3S with charge +1 in a non-equilibrium geometry.

Structure (XYZ):
```
14
Properties=species:S:1:pos:R:3:forces:R:3:nbo_charge:R:1
C 0.651233 1.784017 -1.086031 -1.4 0.1 -1.7 -0.77
S 1.134888 0.223671 -0.373546 -1.5 -1.0 1.3 0.20
C -0.564052 -0.471160 0.413526 0.3 1.4 -1.8 -0.04
N -0.084978 -1.783433 0.957336 -0.4 -1.0 -3.5 -0.69
N -0.987472 0.268956 1.599355 -1.7 2.4 -0.1 -0.26
N -1.845146 1.191130 1.388902 2.3 -2.6 -0.6 -0.26
I -2.332745 2.398234 2.970409 0.1 -0.3 0.1 0.42
H 0.111284 1.569997 -2.102863 1.1 0.7 1.9 0.25
H 1.558284 2.406056 -1.234916 -0.5 -0.5 0.1 0.28
H -0.029493 2.292296 -0.380244 0.3 -0.1 -0.4 0.25
H -1.354402 -0.587818 -0.414380 1.2 0.0 1.4 0.25
H 0.177531 -1.657512 1.875575 1.1 0.7 2.9 0.45
H 0.778810 -2.082404 0.387373 -1.7 -0.1 0.9 0.47
H -0.866045 -2.468743 1.015445 0.8 0.1 -0.6 0.46
```
Positions in Å, forces in eV/Å.

Summary:
Molecular weight: 232.07 g mol⁻¹
E_HOMO: -0.484 Eh
LUMO energy: -4.611 eV
Relative energy (zero: lowest compared OMol25 entry of this formula, charge and spin): 7.5 kcal per mole
Net charge: +1
Max |F|: 3.6 eV Å⁻¹

***

The following is a DFT calculation (the ωB97M-V functional and the def2-TZVPD basis) of a cluster of 2 separate species, C16H14Cl2F6N3O5 in total in a non-equilibrium geometry.

Structure (XYZ):
```
46
Properties=species:S:1:pos:R:3:forces:R:3:nbo_charge:R:1
O -1.865843 -2.481765 2.408631 -0.9 1.4 -8.6 -0.49
C -1.954537 -2.305612 1.072712 0.2 -0.6 6.3 0.34
C -3.189419 -1.368610 0.445234 0.3 -1.1 1.5 -0.35
N -2.678358 -0.508758 -0.688313 0.1 2.8 0.4 -0.54
C -2.477795 0.875589 -0.612805 0.7 -1.6 -0.4 0.72
N -1.960333 1.513112 -1.906699 0.3 -1.1 4.7 -0.60
C -1.510296 2.940119 -1.695531 0.9 2.1 -1.7 0.04
O -2.133987 3.636388 -0.561774 1.4 -2.6 0.6 -0.47
C -1.968348 2.913623 0.707266 -0.7 1.6 0.5 0.15
C -0.383408 2.662839 1.140060 3.4 -3.8 -3.0 0.47
O 0.397602 1.698363 0.578235 -5.3 6.6 4.0 -0.47
C 0.196532 3.729261 2.290353 -2.0 0.1 1.9 0.57
F -0.218887 5.139907 2.025389 1.7 -4.8 0.7 -0.30
F -0.541577 3.341641 3.551886 2.1 1.0 -3.9 -0.32
C 1.783532 3.535007 2.628602 1.6 -0.2 3.8 0.60
F 2.157354 2.111811 2.955510 -1.8 4.8 -1.4 -0.29
F 2.025620 4.286062 3.918122 -1.0 -2.4 -4.2 -0.30
C 2.834603 4.151965 1.544982 3.1 0.2 -0.2 0.57
F 3.894386 3.109761 1.272598 -3.3 3.3 0.8 -0.32
F 3.514347 5.335294 2.120783 -2.3 -3.9 -2.0 -0.28
C 2.215775 4.564841 0.090264 -2.9 5.8 -4.2 0.67
O 1.674468 5.767437 -0.221798 3.7 -8.5 3.1 -0.43
O 2.256411 3.573648 -1.021547 2.2 2.4 3.0 -0.71
N -2.793972 1.641342 0.661437 3.1 -1.4 -2.7 -0.60
H -1.147828 -2.807279 0.380163 -1.9 1.1 1.2 0.20
H -3.613711 -0.769187 1.364564 0.8 -1.0 -2.1 0.26
H -4.036385 -2.071729 0.047976 1.7 1.4 0.6 0.27
H -2.451431 -1.012694 -1.597163 -0.5 1.2 1.5 0.46
H -1.065002 0.987723 -2.141867 -1.6 0.4 0.3 0.42
H -1.832380 3.538732 -2.676801 0.5 -1.2 2.5 0.24
H -0.320949 3.012753 -1.667578 -2.5 -0.3 0.3 0.22
H -2.470395 3.595656 1.548817 1.3 -1.5 -2.0 0.27
H 3.253031 3.526488 -1.240956 -2.0 -0.3 0.4 0.52
H -2.486416 1.104711 1.524292 -0.9 0.2 -1.5 0.43
Cl 0.935356 -2.992167 -0.287584 0.3 0.1 -0.1 0.03
C 1.194767 -4.549659 -0.989153 0.3 -0.7 -0.3 -0.06
C 0.147447 -5.332664 -1.488661 0.6 -0.4 -0.1 -0.07
Cl -1.498274 -4.807413 -1.461140 -0.1 0.2 0.1 0.01
C 0.420449 -6.590057 -2.037030 0.4 0.0 0.1 -0.21
C 1.732690 -7.064143 -2.090071 -0.1 0.3 0.1 -0.19
C 2.776277 -6.281910 -1.597436 -0.3 0.2 0.0 -0.19
C 2.507980 -5.027080 -1.047383 -0.1 -0.3 -0.2 -0.21
H -0.386840 -7.206577 -2.425554 0.1 0.2 0.1 0.24
H 1.940077 -8.043129 -2.515869 -0.1 0.2 0.1 0.23
H 3.799167 -6.648944 -1.640897 -0.2 0.1 0.0 0.23
H 3.328500 -4.424697 -0.664268 -0.3 0.0 0.0 0.24
```
Positions in Å, forces in eV/Å.

Summary:
Molecular weight: 513.20 g mol⁻¹
E_HOMO: -0.435 Eh
LUMO energy: -5.191 eV
Net charge: +1
Max |F|: 9.8 eV Å⁻¹

***

The following is a DFT calculation (the ωB97M-V functional and the def2-TZVPD basis) of a cluster of 6 separate species, C18H42O15S3 in total in a non-equilibrium geometry.

Structure (XYZ):
```
78
Properties=species:S:1:pos:R:3:forces:R:3:lowdin_charge:R:1
O -20.375597 0.558237 4.247825 -0.3 1.3 -0.3 -0.20
S -19.781609 -0.377840 5.109150 1.4 -2.8 -1.1 0.57
O -20.586922 -1.276855 5.846887 -0.4 0.2 0.6 -0.24
O -18.797550 -1.358899 4.192804 -0.6 1.0 0.9 -0.21
C -17.460740 -0.830557 4.283800 -1.1 -0.5 0.3 -0.17
C -17.280662 -0.471818 5.733117 -1.9 1.3 -0.4 -0.04
O -18.646735 0.210683 5.991930 1.6 0.0 0.4 -0.20
H -16.845981 -1.652667 4.005485 0.8 -0.3 -0.6 0.13
H -17.416255 0.050755 3.661826 0.5 0.1 -0.4 0.13
H -16.555688 0.316780 5.851725 0.2 0.1 0.4 0.13
H -17.175907 -1.305026 6.409560 -0.1 -0.1 0.2 0.11
O -24.004322 -0.111221 7.507787 -0.8 1.1 -0.9 -0.23
S -24.780308 1.078084 7.224523 0.9 1.9 0.2 0.65
O -24.961463 2.055939 8.263430 -0.3 -1.4 -1.0 -0.22
O -24.252074 1.947053 5.931009 1.0 -2.0 0.8 -0.20
C -24.424815 1.062930 4.791035 -0.8 -0.8 0.8 -0.12
C -25.801091 0.347398 5.103714 0.0 -0.5 -0.5 -0.14
O -26.107827 0.728765 6.446340 -0.8 0.1 1.2 -0.20
H -24.443851 1.768689 3.988212 0.0 -0.2 -0.8 0.12
H -23.669866 0.235413 4.709286 -0.2 1.3 0.1 0.13
H -25.731620 -0.726535 5.155108 0.5 -0.3 -0.4 0.08
H -26.677560 0.513937 4.444189 0.6 0.6 0.5 0.15
O -26.033383 -2.541537 3.919477 1.0 -1.2 -0.2 -0.24
S -25.094266 -3.557692 4.325967 0.1 1.5 -0.2 0.60
O -25.194396 -4.899791 3.924570 -0.9 -1.2 -0.5 -0.21
O -23.572280 -3.178925 3.966909 -1.1 0.2 -0.6 -0.19
C -22.783550 -3.045497 5.112132 1.7 0.7 1.2 -0.18
C -23.624656 -3.455183 6.333082 0.0 0.4 -1.6 -0.12
O -24.993572 -3.435952 5.880433 0.0 0.2 0.1 -0.19
H -21.780274 -3.549329 5.024110 -1.3 -0.1 -0.1 0.14
H -22.514582 -2.003832 5.249812 -0.2 0.2 -0.3 0.08
H -23.574709 -2.660633 7.027050 0.2 0.4 1.2 0.11
H -23.400672 -4.422649 6.675464 0.3 -1.1 0.8 0.09
C -18.855259 -3.574598 6.970753 -0.8 0.0 0.4 -0.06
C -18.507696 -5.018321 6.774413 2.1 0.5 -0.4 -0.24
O -17.097691 -5.129907 7.069305 -1.3 0.3 0.0 -0.18
C -16.606023 -6.430167 7.084130 2.5 -0.6 -1.8 -0.30
C -15.436103 -6.398602 8.108112 -3.4 -0.5 -0.1 -0.05
H -18.396121 -3.131284 7.891836 -0.2 -0.5 -0.9 0.11
H -18.608619 -3.048349 6.074665 0.3 0.7 -0.3 0.04
H -19.946116 -3.505752 7.075499 0.2 0.2 0.0 0.07
H -19.054893 -5.583870 7.461233 -0.7 -1.3 1.1 0.06
H -18.672769 -5.421052 5.762388 -0.2 0.4 0.1 0.12
H -17.354336 -7.242831 7.150285 0.1 0.6 0.6 0.12
H -16.075380 -6.616727 6.085942 -0.9 0.0 0.8 0.13
H -14.728385 -5.738381 7.720757 1.6 0.6 -0.5 0.05
H -15.153054 -7.385712 8.375613 0.9 -0.7 0.1 0.06
H -15.907965 -5.933675 8.951014 0.1 0.2 0.9 0.07
C -21.287958 -2.567139 1.262878 -1.2 -1.7 -1.5 -0.04
C -21.826356 -4.004155 1.528314 -1.4 1.6 -1.5 -0.30
O -21.101936 -4.723931 2.455523 0.5 -0.7 0.9 -0.14
C -21.676314 -6.004519 2.685897 2.0 -1.4 0.4 -0.24
C -21.002958 -6.737743 3.905620 -1.2 1.3 0.9 -0.05
H -20.311105 -2.687352 0.904323 1.8 0.0 -0.1 0.05
H -21.766431 -2.092532 0.377085 -0.3 -0.5 0.7 0.09
H -21.323198 -1.911495 2.066760 -0.1 1.1 1.6 0.04
H -22.905973 -3.984069 1.773941 0.4 0.1 0.2 0.11
H -21.800312 -4.461244 0.539902 0.2 -0.6 -0.2 0.11
H -22.698854 -5.925599 2.891623 -1.8 0.4 0.4 0.08
H -21.625990 -6.668144 1.791856 0.4 0.5 0.2 0.13
H -21.105434 -7.823490 3.884001 -0.2 0.1 -0.2 0.07
H -21.428597 -6.369325 4.896181 0.0 -0.5 -1.2 0.07
H -19.969023 -6.505295 4.058606 0.8 0.1 -0.6 0.04
C -21.212121 -6.701895 8.418795 1.9 -1.5 0.2 -0.11
C -22.477106 -7.341301 8.916473 0.6 0.5 -0.6 -0.27
O -23.423776 -6.453528 8.310739 -0.9 -1.5 1.4 -0.19
C -24.723350 -6.524200 8.921630 0.9 0.5 0.2 -0.27
C -25.448003 -5.408670 8.261397 1.4 0.8 0.0 -0.07
H -21.168800 -6.587612 7.331074 -0.2 -0.4 0.1 0.06
H -21.152350 -5.700132 8.793476 0.2 0.5 0.6 0.07
H -20.333975 -7.333286 8.764431 -0.7 1.0 -0.5 0.10
H -22.565694 -8.384588 8.524374 -0.2 0.6 0.5 0.13
H -22.417910 -7.339327 10.056331 -0.7 0.1 -1.3 0.14
H -25.278700 -7.433515 8.705778 0.3 -0.6 0.0 0.12
H -24.571366 -6.448925 10.006461 -0.3 0.1 -0.1 0.12
H -26.445923 -5.371113 8.562897 -1.6 0.5 0.7 0.06
H -25.466191 -5.737315 7.242835 0.0 0.4 -1.0 0.08
H -24.892536 -4.434479 8.362580 -0.9 -1.0 0.0 0.10
```
Positions in Å, forces in eV/Å.

Summary:
Molecular weight: 594.72 g mol⁻¹
E_HOMO: -0.355 Eh
LUMO energy: 0.360 eV
Relative energy (zero: lowest compared OMol25 entry of this formula, charge and spin): 22.3 kcal per mole
Net charge: 0
Max |F|: 3.4 eV Å⁻¹

***

The following is a DFT calculation (the ωB97M-V functional and the def2-TZVPD basis) of the molecule C16H21NO5.

Structure (XYZ):
```
43
Properties=species:S:1:pos:R:3:forces:R:3:nbo_charge:R:1
C -2.319439 -2.388024 0.369019 0.0 0.1 0.0 -0.62
C -2.961340 -1.118748 -0.097611 0.1 0.1 0.1 -0.09
C -3.942160 -1.112649 -1.073356 0.1 0.1 0.1 -0.18
C -4.533053 0.068791 -1.492505 -0.1 0.1 -0.1 -0.23
C -4.139768 1.264933 -0.926470 -0.1 0.0 -0.1 -0.20
C -3.158631 1.286075 0.052749 0.2 0.0 0.2 -0.31
C -2.566440 0.102490 0.466897 -0.2 -0.1 -0.1 0.37
O -1.586460 0.017899 1.427701 -0.2 -0.2 -0.2 -0.50
C -1.193781 1.189697 2.082702 0.0 0.2 0.1 -0.17
C -0.483668 2.206778 1.191906 -0.1 0.2 0.3 0.77
O -0.340700 3.363889 1.481861 -0.1 -0.1 0.1 -0.58
O -0.017875 1.631631 0.083531 0.1 -0.4 -0.1 -0.51
C 0.692279 2.437299 -0.850031 0.2 0.5 -0.4 -0.18
C 2.128577 1.936531 -1.049486 -0.6 0.1 0.3 0.65
O 2.708051 2.083878 -2.102730 0.1 0.1 -0.4 -0.62
N 2.665946 1.379342 0.047841 0.0 -0.2 0.5 -0.61
C 3.912763 0.656525 0.049978 0.1 -0.4 0.1 -0.24
C 3.641068 -0.849633 0.221007 0.4 0.3 -0.4 0.09
C 2.969109 -1.477974 -1.008827 -0.1 0.0 0.2 -0.44
C 1.953344 -2.436903 -0.392505 0.1 0.1 0.2 -0.43
C 1.572094 -1.687280 0.881216 -0.3 -0.2 -0.1 -0.07
O 2.761602 -1.052763 1.324919 0.1 0.2 0.1 -0.55
H -1.257397 -2.384434 0.128932 0.1 -0.1 0.0 0.22
H -2.786288 -3.250745 -0.098428 0.0 -0.1 0.0 0.21
H -2.405867 -2.475313 1.450582 0.0 -0.1 0.1 0.22
H -4.250180 -2.050871 -1.511626 0.0 -0.1 0.0 0.21
H -5.296062 0.051788 -2.255512 -0.1 0.0 -0.1 0.21
H -4.591798 2.193419 -1.241165 0.0 0.1 0.0 0.22
H -2.866166 2.234370 0.478294 0.0 0.1 0.1 0.21
H -2.033585 1.692087 2.581580 0.2 0.0 -0.1 0.21
H -0.481139 0.869907 2.851854 -0.1 0.1 -0.1 0.23
H 0.169139 2.391899 -1.808402 0.1 -0.1 0.2 0.22
H 0.715878 3.475273 -0.496529 0.0 -0.2 -0.1 0.24
H 2.086585 1.210707 0.857090 0.0 0.0 -0.2 0.41
H 4.420078 0.848474 -0.896590 0.0 0.0 0.1 0.24
H 4.528533 1.013804 0.879803 0.0 0.0 -0.1 0.20
H 4.589263 -1.351921 0.455923 -0.1 0.1 -0.1 0.18
H 2.459290 -0.707286 -1.588199 0.0 0.0 -0.1 0.21
H 3.690041 -1.976273 -1.652156 0.0 0.0 -0.1 0.22
H 2.428340 -3.386185 -0.141875 0.0 0.0 0.0 0.20
H 1.099075 -2.624171 -1.038667 0.0 -0.1 0.0 0.22
H 0.795339 -0.938385 0.670837 0.0 -0.1 0.0 0.17
H 1.225382 -2.337930 1.686441 0.0 0.0 -0.1 0.19
```
Positions in Å, forces in eV/Å.

Summary:
Molecular weight: 307.35 g mol⁻¹
E_HOMO: -0.322 Eh
LUMO energy: 0.700 eV
Relative energy (zero: lowest compared OMol25 entry of this formula, charge and spin): 34.4 kcal per mole
Net charge: 0
Max |F|: 0.7 eV Å⁻¹

***

The following is a DFT calculation (the ωB97M-V functional and the def2-TZVPD basis) of the molecule C29H32N2O4.

Structure (XYZ):
```
67
Properties=species:S:1:pos:R:3:forces:R:3:nbo_charge:R:1
C 3.786848 -1.119084 -2.779013 0.0 0.0 -0.2 -0.25
O 3.524795 -0.820208 -1.430322 -0.1 0.1 0.3 -0.51
C 3.051566 0.426512 -1.121332 0.0 0.1 0.1 0.28
C 2.713929 1.402208 -2.049509 0.2 -0.3 -0.1 -0.30
C 2.208414 2.618877 -1.618834 0.0 0.1 0.2 -0.18
C 2.046568 2.893009 -0.271323 0.0 0.2 -0.1 -0.06
C 1.432514 4.188935 0.197620 0.0 0.0 -0.1 -0.24
N 0.132815 3.939065 0.789126 0.4 0.1 0.3 -0.63
C -0.995535 3.965730 0.057752 -0.4 0.0 0.5 0.69
O -1.075686 4.416998 -1.068098 0.0 0.0 -0.5 -0.64
C -2.186390 3.338463 0.779976 0.2 -0.1 -0.2 -0.49
C -1.953736 1.828139 0.905605 -0.2 0.0 0.1 -0.33
C -1.285575 1.391180 2.198997 -0.3 0.2 -0.3 0.71
O -0.384985 1.977105 2.777002 0.4 0.1 0.2 -0.67
N -1.833422 0.229221 2.588154 -0.2 -0.2 0.1 -0.42
C -1.151663 -0.708536 3.453188 0.2 0.1 0.1 -0.24
C -0.464353 -1.760673 2.615457 0.0 0.0 0.0 -0.08
C -0.707538 -3.116918 2.791495 0.1 0.2 0.0 -0.19
C -0.106136 -4.050549 1.973192 0.2 -0.1 -0.2 -0.26
C 0.747826 -3.647002 0.945758 -0.2 0.0 0.2 0.31
O 1.284406 -4.641276 0.187375 -0.2 -0.1 0.2 -0.50
C 2.166330 -4.284025 -0.850759 0.1 0.0 -0.1 -0.25
C 0.991341 -2.290283 0.760877 0.2 -0.2 -0.1 -0.31
C 0.388381 -1.366722 1.593678 -0.1 -0.1 0.2 -0.14
C -2.874562 -0.248750 1.705794 -0.2 -0.1 -0.2 -0.22
C -3.209925 0.953597 0.812777 0.2 0.0 0.0 -0.19
C -3.581033 0.562253 -0.630127 0.0 0.0 0.2 -0.42
C -2.467081 -0.147006 -1.347562 -0.1 0.0 -0.1 -0.02
C -2.351703 -1.531852 -1.299478 0.0 0.0 -0.1 -0.22
C -1.285999 -2.176371 -1.902085 0.0 -0.1 0.0 -0.20
C -0.324262 -1.442623 -2.574208 0.1 -0.1 -0.1 -0.24
C -0.442775 -0.066290 -2.654218 0.1 0.0 -0.1 -0.14
C -1.506259 0.577146 -2.046483 0.0 -0.1 -0.1 -0.24
C 2.402314 1.915539 0.654156 0.1 0.0 -0.2 -0.20
C 2.899730 0.699419 0.238548 0.1 -0.1 -0.1 -0.22
H 4.529097 -0.436462 -3.204584 0.0 0.0 0.0 0.18
H 4.184985 -2.133098 -2.786939 0.0 0.1 -0.1 0.20
H 2.875442 -1.084451 -3.385075 0.0 0.0 0.0 0.17
H 2.836734 1.231390 -3.107824 0.0 -0.1 -0.1 0.22
H 1.931396 3.363418 -2.350473 0.0 0.1 -0.1 0.22
H 2.068264 4.668820 0.947456 0.0 0.0 -0.1 0.20
H 1.283774 4.867420 -0.645145 0.1 0.0 0.1 0.23
H 0.119627 3.406290 1.657119 -0.1 0.0 -0.1 0.43
H -3.081447 3.532895 0.188177 0.1 0.0 0.0 0.23
H -2.307010 3.789902 1.766008 0.0 0.0 0.0 0.23
H -1.252233 1.513754 0.120360 0.0 0.0 0.1 0.26
H -0.422288 -0.131784 4.029310 -0.1 -0.1 0.0 0.24
H -1.872497 -1.164830 4.137689 0.1 0.0 0.0 0.20
H -1.370989 -3.446462 3.578197 -0.1 0.0 0.1 0.21
H -0.286542 -5.105550 2.106489 0.0 -0.1 0.0 0.22
H 3.036756 -3.740369 -0.471287 0.0 0.0 0.0 0.18
H 1.664025 -3.674038 -1.607666 0.0 0.0 0.0 0.17
H 2.490157 -5.222935 -1.297734 0.0 0.1 0.0 0.20
H 1.644857 -1.939061 -0.020025 0.1 0.0 -0.2 0.23
H 0.589178 -0.316917 1.437931 0.0 0.1 0.0 0.21
H -3.732366 -0.587957 2.294440 0.0 0.0 -0.1 0.20
H -2.498440 -1.092403 1.117225 -0.1 0.1 0.1 0.21
H -4.054637 1.499674 1.244954 0.1 0.0 0.0 0.21
H -3.836578 1.474651 -1.172152 -0.1 0.0 0.0 0.22
H -4.467073 -0.075362 -0.596022 -0.1 0.0 -0.1 0.22
H -3.112319 -2.117890 -0.801901 -0.1 0.0 0.1 0.21
H -1.211947 -3.252861 -1.848162 0.0 -0.1 0.0 0.22
H 0.504355 -1.945854 -3.052391 0.1 0.0 0.0 0.20
H 0.291360 0.515240 -3.190858 0.1 0.0 0.0 0.21
H -1.595114 1.651050 -2.132473 0.0 0.2 0.0 0.23
H 2.281045 2.107889 1.710269 0.0 0.0 0.2 0.22
H 3.181267 -0.059339 0.951908 0.0 -0.1 0.1 0.22
```
Positions in Å, forces in eV/Å.

Summary:
Molecular weight: 472.58 g mol⁻¹
E_HOMO: -0.310 Eh
LUMO energy: 0.668 eV
Relative energy (zero: lowest compared OMol25 entry of this formula, charge and spin): 16.2 kcal per mole
Net charge: 0
Max |F|: 0.7 eV Å⁻¹